Entry 1:
{"formula": "C5H6O2", "method": "the ωB97M-V functional and the def2-TZVPD basis", "e_above_lowest_ev": 5.255, "lumo_ha": -0.0058, "homo_lumo_gap_ev": 9.0, "total_charge": 0, "species": ["C", "C", "C", "C", "C", "H", "H", "H", "H", "H", "H", "O", "O"], "xyz": [[1.062096, 0.320161, -0.101834], [-0.111662, 0.648184, 0.880623], [-0.835187, -0.663115, 0.851642], [-0.199002, 0.025676, -1.071262], [-0.884308, 1.188208, -0.369516], [-0.182734, 1.346540, 1.748345], [-1.648456, -0.089427, 1.246086], [-0.592979, -1.348786, 1.674019], [-0.054659, -0.372216, -2.187058], [-2.137268, 0.783991, -0.405105], [-0.417487, 2.155468, -0.599403], [2.189384, -0.264912, 0.091634], [-0.834139, -1.183871, -0.418484]], "forces_ev_per_angstrom": [[2.969, -5.293, 1.954], [1.183, 2.468, -1.283], [0.145, -0.379, 4.942], [1.750, -2.308, -3.073], [-2.288, -1.675, -0.853], [0.512, -1.164, -0.331], [-2.617, -1.352, -0.091], [0.382, -0.350, -0.657], [-0.511, 1.732, 2.298], [3.513, 2.526, 0.166], [-1.213, 0.028, -0.504], [-4.866, 3.655, -1.416], [1.041, 2.112, -1.152]], "mulliken_charge": [0.517, -0.273, -0.687, -0.141, -0.518, 0.406, 0.330, 0.410, 0.333, 0.266, 0.310, -0.567, -0.385]}

Entry 2:
{"formula": "C5H6O2", "method": "the ωB97M-V functional and the def2-TZVPD basis", "e_above_lowest_ev": 3.812, "lumo_ha": -0.0188, "homo_lumo_gap_ev": 10.1, "total_charge": 0, "species": ["C", "C", "O", "C", "O", "C", "C", "H", "H", "H", "H", "H", "H"], "xyz": [[0.680111, -0.354788, -1.488166], [0.195314, -0.242682, -0.053371], [-0.023794, 1.155063, 0.205900], [0.063481, 1.530510, 1.493106], [0.326303, 0.812481, 2.419625], [-2.337567, -0.672446, 0.079136], [-1.083950, -1.013209, 0.175940], [-0.062367, 0.067672, -2.170890], [0.837990, -1.405529, -1.748156], [1.625193, 0.182085, -1.606786], [0.950975, -0.601046, 0.649853], [-0.138322, 2.608403, 1.565242], [-1.033367, -2.066516, 0.478568]], "forces_ev_per_angstrom": [[0.027, -0.016, -0.048], [0.092, -0.105, -0.042], [-0.012, 0.033, 0.114], [0.059, -0.135, 0.330], [-0.115, 0.296, -0.439], [0.717, -0.234, 0.079], [-0.607, 0.255, -0.053], [0.101, -0.075, 0.103], [-0.034, 0.143, 0.032], [-0.115, -0.063, 0.024], [-0.093, -0.002, -0.094], [0.028, -0.110, 0.017], [-0.049, 0.013, -0.024]], "mulliken_charge": [-1.244, 0.373, -0.310, 0.125, -0.476, -0.190, -0.360, 0.348, 0.380, 0.322, 0.336, 0.373, 0.324]}

Entry 3:
{"formula": "C5H6O2", "method": "the ωB97M-V functional and the def2-TZVPD basis", "e_above_lowest_ev": 1.477, "lumo_ha": 0.0307, "homo_lumo_gap_ev": 11.1, "total_charge": 0, "species": ["C", "C", "C", "C", "C", "O", "O", "H", "H", "H", "H", "H", "H"], "xyz": [[-1.640818, -0.716271, -0.109385], [-0.300166, -0.111919, 0.177817], [0.192787, 1.306138, 0.047030], [0.940138, 0.145035, -0.602752], [1.662227, -0.449338, 0.568372], [2.784013, -0.566839, 0.952632], [0.490495, -0.689880, 1.268237], [-2.330570, -0.526218, 0.720298], [-1.599150, -1.800485, -0.268131], [-2.059629, -0.253383, -1.007154], [0.589068, 1.743403, 0.960172], [-0.177995, 2.036962, -0.667902], [1.112040, 0.084456, -1.668935]], "forces_ev_per_angstrom": [[0.053, 0.089, -0.027], [-0.278, 0.188, -0.110], [-0.137, 0.145, 0.129], [0.208, -0.106, -0.209], [0.596, 0.004, 0.161], [-0.681, -0.284, -0.245], [0.024, 0.067, 0.130], [0.148, 0.021, -0.111], [0.205, 0.249, 0.039], [0.037, -0.034, 0.101], [0.091, -0.007, -0.218], [-0.475, -0.365, 0.161], [0.208, 0.033, 0.199]], "mulliken_charge": [-1.343, 0.933, -0.669, -0.321, 0.480, -0.549, -0.385, 0.333, 0.304, 0.329, 0.228, 0.274, 0.387]}

Entry 4:
{"formula": "C5H6O2", "method": "the ωB97M-V functional and the def2-TZVPD basis", "smiles": "C#CC(=O)[C@@H](C)O", "e_above_lowest_ev": 2.161, "lumo_ha": -0.0022, "homo_lumo_gap_ev": 10.5, "total_charge": 0, "species": ["C", "C", "C", "O", "C", "C", "O", "H", "H", "H", "H", "H", "H"], "xyz": [[2.838172, 0.397364, 0.258334], [1.784563, -0.037836, -0.131752], [0.527180, -0.663528, -0.512133], [0.431314, -1.376582, -1.491396], [-0.672919, -0.424657, 0.395918], [-1.262722, 0.962915, 0.126338], [-1.628536, -1.424028, 0.175825], [3.780882, 0.768389, 0.599633], [-0.320746, -0.472722, 1.436608], [-2.123451, 1.113452, 0.783558], [-1.608246, 1.022282, -0.910798], [-0.534491, 1.760050, 0.310850], [-1.328407, -1.919494, -0.604148]], "forces_ev_per_angstrom": [[-0.457, -0.171, -0.151], [0.522, 0.230, 0.171], [-0.070, -0.276, -0.274], [0.077, 0.274, 0.446], [0.150, 0.167, 0.090], [-0.016, 0.071, -0.017], [0.004, -0.121, -0.122], [-0.176, -0.029, -0.084], [-0.037, -0.025, -0.131], [0.139, -0.029, -0.083], [0.071, -0.010, 0.134], [-0.079, -0.134, -0.013], [-0.127, 0.054, 0.035]], "mulliken_charge": [0.273, -0.502, 0.302, -0.560, 0.196, -1.168, -0.561, 0.415, 0.261, 0.316, 0.286, 0.363, 0.380]}

Entry 5:
{"formula": "C5H6O2", "method": "the ωB97M-V functional and the def2-TZVPD basis", "e_above_lowest_ev": 6.616, "lumo_ha": [-0.0668, -0.0387], "homo_lumo_gap_ev": [6.4, 9.0], "total_charge": 0, "species": ["O", "C", "C", "C", "C", "C", "O", "H", "H", "H", "H", "H", "H"], "xyz": [[2.626569, 1.302865, 0.088531], [2.225614, -0.024724, -0.229795], [0.767121, -0.224834, -0.276540], [-0.431056, -0.460999, -0.345160], [-1.870484, -0.018476, 1.074646], [-1.977906, -0.454517, -0.328688], [-2.688015, 0.419478, -1.005972], [2.151902, 1.564282, 0.895576], [2.657634, -0.767966, 0.467570], [2.650270, -0.236515, -1.221477], [-1.725108, 1.052329, 1.210659], [-2.130677, -0.630704, 1.946332], [-2.275310, -1.522625, -0.432898]], "forces_ev_per_angstrom": [[-0.452, -0.212, 0.435], [0.130, -0.249, -0.144], [-0.756, -0.264, -0.067], [0.528, 0.572, -0.514], [-0.837, 0.316, 0.306], [1.324, -0.946, 0.638], [-0.016, 0.157, 0.036], [0.269, -0.047, -0.377], [-0.124, 0.312, -0.176], [-0.133, 0.061, 0.254], [0.033, -0.285, -0.043], [0.108, 0.145, -0.367], [-0.073, 0.441, 0.021]], "mulliken_charge": [-0.496, -0.535, 0.213, -0.174, -0.640, 0.459, -0.547, 0.315, 0.260, 0.268, 0.315, 0.265, 0.296]}

Entry 6:
{"formula": "C5H6O2", "method": "the ωB97M-V functional and the def2-TZVPD basis", "e_above_lowest_ev": 4.233, "lumo_ha": 0.0083, "homo_lumo_gap_ev": 9.0, "total_charge": 0, "species": ["O", "C", "C", "O", "C", "C", "C", "H", "H", "H", "H", "H", "H"], "xyz": [[0.627654, -2.175257, 0.876377], [0.274812, -1.121379, 0.399948], [-0.021083, -1.026498, -1.099740], [0.061003, 0.339366, -1.527251], [1.074216, 0.957508, -0.963085], [-0.908265, 0.963363, 1.126286], [0.114826, 0.112358, 1.233755], [-1.036138, -1.370355, -1.322847], [0.698257, -1.643676, -1.643023], [0.878628, 2.030320, -1.199743], [-1.667680, 0.848222, 0.357900], [-1.016270, 1.809189, 1.795803], [0.874845, 0.235414, 1.997666]], "forces_ev_per_angstrom": [[-0.152, 0.410, -0.180], [0.121, -0.333, 0.103], [-0.035, -0.189, -0.033], [0.298, 0.205, 0.138], [-0.335, 0.051, -0.339], [0.141, -0.162, 0.035], [-0.231, 0.188, 0.105], [0.137, 0.023, 0.061], [-0.070, 0.108, 0.117], [0.128, -0.127, -0.101], [0.089, 0.032, 0.081], [0.007, -0.137, 0.013], [-0.099, -0.070, 0.001]], "mulliken_charge": [-0.530, 0.579, -0.280, -0.243, -0.235, -0.613, -0.267, 0.263, 0.320, 0.153, 0.254, 0.283, 0.316]}

Entry 7:
{"formula": "C5H6O2", "method": "the ωB97M-V functional and the def2-TZVPD basis", "smiles": "CC1=C[C@@H]1C(=O)O", "e_above_lowest_ev": 3.663, "lumo_ha": 0.0183, "homo_lumo_gap_ev": 9.7, "total_charge": 0, "species": ["C", "C", "C", "C", "C", "O", "O", "H", "H", "H", "H", "H", "H"], "xyz": [[0.179365, 1.937066, -0.844620], [-0.257188, 1.018953, 0.125737], [-0.090265, 0.515138, 1.361365], [-0.484108, -0.518178, 0.281046], [0.494346, -1.671572, -0.013013], [1.653899, -1.501897, 0.204211], [0.011062, -2.784708, -0.443549], [1.075635, 1.255968, -1.007209], [0.300479, 2.930626, -0.349348], [-0.400256, 1.947697, -1.932864], [0.118786, 0.620707, 2.408690], [-1.573894, -0.895324, 0.284325], [-1.027860, -2.854476, -0.074771]], "forces_ev_per_angstrom": [[-0.029, 0.312, -3.411], [-0.725, -4.383, 4.767], [-1.252, 0.484, -3.684], [-1.655, 0.148, 1.104], [0.047, 3.930, 1.244], [1.427, -0.211, -0.288], [-5.149, -2.717, 0.873], [0.186, 1.959, -0.681], [0.462, -0.704, -1.028], [1.243, 0.132, 3.126], [0.118, 0.019, -0.032], [1.345, 0.690, -0.181], [3.983, 0.340, -1.810]], "mulliken_charge": [-0.753, 0.265, -0.611, -0.193, 0.713, -0.542, -0.500, 0.218, 0.285, 0.264, 0.362, 0.111, 0.381]}

Entry 8:
{"formula": "C5H6O2", "method": "the ωB97M-V functional and the def2-TZVPD basis", "e_above_lowest_ev": 5.917, "lumo_ha": -0.0283, "homo_lumo_gap_ev": 8.4, "total_charge": 0, "species": ["C", "C", "O", "H", "H", "H", "H", "C", "C", "C", "O", "H", "H"], "xyz": [[1.076074, -1.161201, -0.417005], [0.789598, 0.299685, -0.584983], [1.430170, 1.218050, -0.957868], [-0.590275, 0.226309, -1.287288], [0.163211, -1.715729, -0.203927], [1.529804, -1.515297, -1.343985], [1.783533, -1.279445, 0.404045], [-1.470897, 0.351697, -0.430818], [-0.431531, 0.697231, 0.811278], [-0.224487, 0.963883, 1.980424], [-2.190375, -0.639970, -0.270068], [-1.845872, 1.357943, -0.698623], [-0.018956, 1.196843, 2.998820]], "forces_ev_per_angstrom": [[-0.110, 0.001, 0.038], [0.418, 0.338, -0.254], [-0.600, -0.514, 0.282], [0.011, 0.005, -0.094], [-0.022, 0.072, -0.002], [-0.030, 0.058, 0.034], [-0.038, 0.047, -0.035], [0.009, -0.180, -0.106], [-0.053, 0.128, 0.606], [-0.015, -0.136, -0.547], [0.313, 0.182, 0.027], [0.103, -0.007, 0.025], [0.014, 0.007, 0.025]], "mulliken_charge": [-0.921, 0.573, -0.433, 0.118, 0.330, 0.322, 0.317, -0.003, -0.245, -0.241, -0.574, 0.345, 0.413]}

Entry 9:
{"formula": "C5H6O2", "method": "the ωB97M-V functional and the def2-TZVPD basis", "smiles": "CO/C=C\\C=C=O", "e_above_lowest_ev": 2.030, "lumo_ha": 0.0349, "homo_lumo_gap_ev": 9.0, "total_charge": 0, "species": ["C", "O", "C", "C", "C", "C", "O", "H", "H", "H", "H", "H", "H"], "xyz": [[1.450957, -0.435032, -0.937692], [0.982741, 0.444495, 0.081448], [0.427450, -0.307248, 1.092092], [-0.900771, -0.351781, 1.166753], [-1.691721, 0.461554, 0.251003], [-1.137528, 1.325922, -0.595365], [-0.815576, 2.116963, -1.388986], [2.022793, 0.168455, -1.640710], [2.089551, -1.215185, -0.501760], [0.605746, -0.921396, -1.444966], [1.143104, -0.788226, 1.749970], [-1.402498, -0.967728, 1.905697], [-2.774248, 0.469207, 0.262516]], "forces_ev_per_angstrom": [[0.181, -0.054, -0.216], [0.135, -0.169, 0.122], [-0.175, -0.111, 0.257], [0.213, 0.099, 0.078], [0.036, 0.115, -0.118], [-0.153, 0.559, -0.636], [-0.287, -0.650, 0.647], [-0.041, -0.080, -0.024], [-0.029, 0.174, -0.120], [0.147, 0.118, 0.077], [-0.187, -0.191, -0.007], [0.077, 0.236, -0.031], [0.082, -0.046, -0.029]], "mulliken_charge": [-0.672, -0.391, -0.355, -0.297, -0.620, 0.702, -0.397, 0.222, 0.354, 0.269, 0.451, 0.398, 0.336]}

Entry 10:
{"formula": "C5H6O2", "method": "the ωB97M-V functional and the def2-TZVPD basis", "e_above_lowest_ev": 3.716, "lumo_ha": 0.0278, "homo_lumo_gap_ev": 9.9, "total_charge": 0, "species": ["C", "C", "O", "C", "O", "C", "C", "H", "H", "H", "H", "H", "H"], "xyz": [[-0.558750, -0.985401, 0.883444], [-0.018562, 0.227846, 0.137079], [0.303780, -0.168582, -1.231540], [1.473940, -0.598030, -1.633182], [2.332419, -0.632798, -0.601814], [-1.021167, 1.290036, 0.005464], [-1.860041, 2.142653, -0.121608], [-1.397661, -1.413045, 0.327359], [-0.910887, -0.691540, 1.876674], [0.224744, -1.740252, 0.991467], [0.881377, 0.616058, 0.621801], [3.153370, -0.946148, -1.002434], [-2.602568, 2.899205, -0.252711]], "forces_ev_per_angstrom": [[-0.010, -0.066, 0.042], [-0.002, 0.039, 0.172], [0.211, -0.126, -0.350], [-0.233, 0.112, 0.305], [-0.049, -0.049, -0.300], [-0.331, 0.385, -0.021], [0.331, -0.339, 0.052], [0.118, 0.067, 0.086], [0.072, -0.018, -0.148], [-0.102, 0.115, -0.026], [-0.158, -0.027, -0.086], [0.013, 0.040, 0.220], [0.139, -0.132, 0.055]], "mulliken_charge": [-1.216, 0.341, -0.042, -0.319, -0.380, -0.702, 0.173, 0.331, 0.347, 0.323, 0.291, 0.421, 0.431]}